# 1
H36O18 | wB97M-V/def2-TZVPD

```
54
Properties=species:S:1:pos:R:3:forces:R:3:nbo_charge:R:1
O -2.47467 -1.42836 -0.89669 0.87 -0.65 0.44 -0.99
O -2.19114 1.52616 -1.95728 0.09 -0.02 -0.50 -0.99
O -0.05918 -0.31902 -0.59411 1.37 0.57 -0.25 -1.02
O -0.08766 -5.77944 0.65570 -0.21 0.01 0.03 -0.93
O -0.16718 0.72566 3.09687 0.27 1.03 -0.62 -0.99
O 3.74448 2.51865 -3.22442 -0.23 0.11 -0.03 -0.94
O -2.73390 3.35007 0.37976 -0.08 -0.13 -0.67 -0.97
O 3.11865 -3.24817 2.05913 0.83 -0.42 -0.80 -0.93
O -1.41937 3.15241 3.38977 -0.46 0.72 -0.20 -0.98
O 0.52224 -1.33050 -4.49804 -0.10 0.11 -0.19 -0.94
O 1.99849 1.76265 -0.44042 0.43 0.09 -0.04 -0.98
O -0.75943 -1.68062 4.08289 -1.28 0.34 0.20 -0.98
O -4.44147 -0.03064 -1.89563 -0.75 -0.31 0.01 -0.96
O 2.93766 0.98619 1.99238 0.50 -0.28 0.56 -0.99
O -1.96872 -0.38405 -6.01155 -0.02 -0.26 -0.32 -0.96
O -2.90632 2.14567 -4.68953 -0.27 0.14 -0.68 -0.96
O 2.51114 -0.16528 4.31297 0.38 0.15 0.69 -0.96
O 1.62583 -2.53118 3.90548 -0.20 -0.78 0.72 -1.00
H 2.16819 -2.90765 3.21241 -0.94 -0.45 -0.10 0.48
H 2.70220 1.24726 1.10208 -0.52 0.33 -0.95 0.52
H -0.97414 -0.57926 -0.70063 -1.11 -0.53 -0.14 0.52
H -0.94861 3.94205 3.65637 -0.03 0.25 0.09 0.46
H -2.55244 4.27695 0.53532 0.03 0.19 0.06 0.48
H -2.19274 2.23918 -1.31865 -0.27 0.58 0.66 0.51
H 2.01105 -1.67069 4.07097 0.12 0.59 0.58 0.48
H 0.39518 -6.52309 0.29504 0.08 -0.24 -0.07 0.47
H 3.87548 1.61365 -2.94148 -0.02 -0.22 0.16 0.47
H 4.62664 2.84423 -3.40337 0.21 0.14 -0.09 0.47
H 3.76813 1.43120 2.16125 0.22 0.22 0.02 0.48
H 1.77302 2.58900 -0.86765 0.15 0.32 -0.03 0.49
H -2.30267 0.51069 -6.07600 -0.34 0.29 0.17 0.48
H 3.01703 0.35989 4.93306 -0.04 0.00 0.38 0.48
H 0.51854 -1.75245 -3.63887 -0.16 -0.10 0.29 0.48
H 3.39466 -3.08523 1.15718 -0.03 -0.01 -0.32 0.49
H -1.28957 1.20461 -1.95572 0.23 -0.34 0.00 0.49
H -0.37472 -0.17228 3.35545 -0.51 -0.83 0.51 0.51
H 1.37111 -0.89076 -4.54579 0.23 0.12 -0.08 0.47
H 0.50267 -5.03399 0.54589 0.12 0.22 0.06 0.46
H 0.05778 -2.15936 4.22145 0.91 -0.45 -0.16 0.50
H 0.24993 -0.82943 0.15433 -0.01 -0.03 0.30 0.48
H 2.85433 0.08095 3.45400 -0.15 0.34 -0.70 0.49
H -0.75576 2.46265 3.39932 0.24 -1.01 -0.04 0.51
H -2.47538 2.91524 1.19236 0.22 -0.18 0.59 0.51
H -3.30273 -0.96770 -1.03215 -0.75 0.64 -0.31 0.51
H 0.71423 0.67141 2.72753 0.28 0.15 -0.01 0.47
H -2.60885 -2.28652 -1.29892 0.10 -0.21 -0.08 0.48
H -2.05382 2.55657 -4.83318 0.17 0.20 0.06 0.46
H 1.36582 1.13316 -0.78640 -0.64 -0.61 0.03 0.51
H -1.14947 -0.29988 -5.52373 0.32 -0.24 0.23 0.47
H -5.16009 0.40861 -1.44079 -0.29 0.04 0.11 0.48
H 3.64693 -2.64689 2.58410 0.61 0.17 0.06 0.48
H -3.87178 0.68094 -2.18778 0.55 0.25 -0.01 0.50
H -2.83057 1.72966 -3.83079 0.19 -0.07 0.44 0.49
H -1.41880 -2.36290 3.95657 -0.29 0.03 -0.09 0.47
```
Positions in Å, forces in eV/Å.

As for the spin multiplicity: 1. The HOMO-LUMO gap comes out at 9.8366 eV. The largest force on an atom comes out at 1.5 eV/Å. Its LUMO energy is -0.0173 Eh. As for the highest occupied orbital energy: -0.37880 Eh. The value obtained for the calculated total energy is -1375.91461 a.u. The value obtained for the energy above the lowest of the compared OMol25 structures with the same formula, charge and spin is 189.8 kJ/mol.

---

# 2
H36O18 | wB97M-V/def2-TZVPD

```
54
Properties=species:S:1:pos:R:3:forces:R:3:nbo_charge:R:1
O -0.30091 1.00038 -5.56811 -2.32 0.59 -0.19 -0.92
O 0.48315 1.05314 2.67196 0.29 -0.21 2.08 -1.00
O 0.73492 -1.26507 -0.28868 0.99 -0.69 0.67 -0.99
O -3.34399 0.30835 0.64769 -2.92 1.39 1.47 -1.01
O -2.52635 4.39166 0.16721 0.15 -0.28 0.14 -0.93
O 2.95610 -3.61184 -0.06670 -3.15 -0.49 0.16 -1.00
O -1.26657 0.76967 -1.93231 0.45 -0.02 -0.13 -0.99
O 1.53112 1.98698 -2.85861 -0.20 -0.09 1.37 -0.96
O 0.49094 2.81376 0.54278 -2.79 0.52 -0.76 -0.96
O -0.20971 -3.79758 -0.61004 -0.86 0.71 1.24 -0.96
O 3.96532 0.42052 1.62707 -1.21 1.68 2.93 -0.94
O 0.32937 0.01064 5.11038 -0.09 0.79 1.87 -0.96
O -4.91374 0.82019 -1.73545 -0.12 -0.52 -0.10 -0.93
O 4.36842 -1.07387 -0.21697 1.06 -0.26 -2.00 -1.00
O -3.93348 -1.87632 3.07897 0.17 1.03 -0.91 -0.95
O 0.26021 -2.19604 2.78104 0.29 -0.89 1.09 -0.99
O -1.06843 -2.26048 -2.48794 0.86 1.28 1.21 -0.99
O 2.93174 2.86266 -0.61633 2.04 -0.33 3.31 -0.97
H -0.89362 0.26462 -5.75895 1.00 -1.42 -0.10 0.46
H 3.83214 -0.18011 2.36320 0.74 -1.74 -0.26 0.49
H 4.26304 -0.25583 0.30052 0.07 -0.33 -0.58 0.49
H 1.33799 -1.95664 -0.68749 -0.57 1.32 0.91 0.50
H -0.69082 -4.61124 -0.66528 -0.01 -0.72 -0.37 0.48
H 3.63037 2.36838 -0.04774 -1.93 1.25 -1.71 0.47
H 0.13022 0.92724 5.41950 0.34 -1.19 -0.35 0.47
H -0.40571 -2.22573 -1.71145 -1.99 -0.12 -1.68 0.50
H 3.46176 1.06872 2.16715 0.10 0.95 -1.44 0.50
H -2.12288 1.00984 -1.55698 0.23 -0.30 0.37 0.48
H -4.30236 -1.29970 2.34833 0.98 -0.76 1.49 0.47
H 0.52997 1.93391 2.31635 -0.12 0.00 -1.33 0.52
H -0.47318 3.04122 0.37651 1.26 -0.13 0.87 0.47
H 4.87602 -0.86783 -1.05141 -0.94 -0.30 1.53 0.47
H -3.05322 -1.50630 3.32734 -1.10 -0.22 -0.52 0.48
H 0.56536 -2.42633 3.71028 -0.59 0.39 -1.74 0.50
H 0.85021 1.99912 -2.14316 0.52 -0.22 -1.29 0.48
H -3.23005 3.80057 0.41689 -0.31 -0.66 0.81 0.47
H 0.83503 -1.38531 0.69566 -0.11 -0.11 -1.45 0.49
H -0.03781 -3.03480 2.36440 0.30 0.71 0.44 0.50
H 1.15408 2.42857 -3.61538 -0.37 0.03 -0.30 0.49
H -2.59376 0.86221 0.69774 1.65 -0.55 -0.43 0.51
H -4.54223 0.05899 -2.18440 0.47 0.06 -0.75 0.46
H -2.93865 4.72151 -0.62152 0.19 0.76 -0.94 0.47
H 2.93934 2.47557 -1.46438 0.11 -0.91 -1.82 0.49
H 0.68102 -3.89473 -0.89180 1.20 -0.84 -0.20 0.48
H -3.48771 -0.55772 0.32821 1.53 -0.99 -0.78 0.51
H -1.40364 -1.33780 -2.54693 0.49 -0.76 -0.11 0.47
H 3.36444 -2.96622 0.48330 1.47 0.58 -0.17 0.51
H -0.03412 0.00855 4.23863 -0.15 0.20 -1.02 0.48
H -1.11555 1.55715 -5.53195 1.34 0.89 0.30 0.45
H 0.28673 0.33757 2.08803 -0.09 0.11 -1.23 0.49
H 3.45534 -4.15476 -0.64287 1.49 -0.08 -0.29 0.49
H -5.41023 0.32275 -1.08082 -0.38 0.55 0.56 0.46
H 0.76339 2.85806 -0.37735 1.18 0.02 0.19 0.48
H -0.70900 0.25977 -1.30811 -0.63 0.29 -0.06 0.51
```
Positions in Å, forces in eV/Å.

As for the spin multiplicity: 1. The HOMO-LUMO gap comes out at 10.1686 eV. The largest force on an atom comes out at 3.9 eV/Å. Its LUMO energy is -0.0051 Eh. As for the highest occupied orbital energy: -0.37880 Eh. The value obtained for the calculated total energy is -1375.80240 a.u. The value obtained for the energy above the lowest of the compared OMol25 structures with the same formula, charge and spin is 484.4 kJ/mol.

---

# 3
H36O18Ti | wB97M-V/def2-TZVPD

```
55
Properties=species:S:1:pos:R:3:forces:R:3:mulliken_spin:R:1
Ti -0.36246 -0.03017 0.37520 0.56 0.28 -0.48 2.91
O -2.49907 -1.80236 -3.86125 0.28 0.23 -0.09 0.00
O -1.81684 -1.59270 1.30764 0.13 0.05 0.30 -0.01
O 3.61173 0.37207 -1.76039 0.48 -0.34 -0.02 0.00
O -1.10950 3.15469 -2.11278 -0.58 0.47 0.22 0.00
O -2.76295 1.36453 -0.31481 0.22 -1.11 -0.01 0.01
O 1.30875 1.12390 -0.92732 -1.63 -0.21 0.50 -0.07
O 1.76773 -0.74208 1.76183 -0.84 -0.35 -0.51 0.02
O -1.03026 -1.46099 -1.54334 0.17 0.72 0.94 0.01
O -0.28232 2.35040 1.72258 0.21 -0.07 -0.54 0.01
O 0.33590 1.15708 -3.67454 -0.17 0.10 -0.17 0.00
O -4.84887 -1.38162 -0.18539 0.29 -0.41 -0.01 0.00
O 0.48543 -4.08219 -1.12526 -1.06 0.06 -0.22 0.00
O 2.46999 -3.49504 2.84786 0.17 0.27 0.07 0.00
O 2.86496 -3.55979 -0.08532 0.13 -0.07 0.18 0.00
O -3.93176 3.59239 1.53083 -0.03 -0.28 -0.39 0.00
O -1.39135 0.27917 3.47174 0.02 0.64 0.33 0.01
O 2.12921 3.55981 0.05447 0.14 -0.27 0.27 0.00
O 3.28149 1.39482 2.15564 0.12 0.23 0.08 0.00
H 3.35825 -4.21339 0.41037 0.29 -0.29 0.14 0.00
H -3.92293 3.23599 2.41916 -0.08 -0.10 0.32 0.00
H -0.81809 -0.14741 4.10865 0.23 -0.06 0.26 0.00
H 4.37163 0.15688 -1.21959 0.19 -0.13 0.17 0.00
H -0.37716 3.12927 -1.49694 0.20 -0.21 0.13 0.01
H 2.08031 0.63904 -1.22030 0.61 -0.29 -0.20 0.01
H 0.56898 0.74330 -2.84346 0.14 -0.03 0.50 0.02
H 2.00689 -3.47101 2.01048 -0.26 -0.13 -0.37 0.00
H -2.89481 1.65990 -1.21570 0.23 0.34 -0.29 0.01
H 3.91013 1.78548 1.54865 0.35 -0.01 -0.22 0.00
H 0.31670 2.99910 2.09218 0.16 0.27 -0.04 0.01
H -0.66459 -2.33667 -1.41805 0.40 -0.78 0.22 0.00
H 0.19635 0.42563 -4.27599 -0.09 -0.16 -0.31 0.00
H 1.61990 1.64594 -0.18780 0.13 0.68 0.00 0.01
H -3.10667 -2.48259 -4.15169 -0.08 -0.32 -0.07 0.00
H -3.06234 -1.07884 -3.58651 -0.28 0.23 -0.04 0.00
H -3.04627 3.93130 1.39940 0.30 0.31 0.00 0.00
H -3.08296 2.08793 0.22419 -0.27 0.40 0.44 0.00
H 1.64939 4.36216 -0.15110 -0.17 0.31 -0.24 0.00
H -2.32343 -2.22281 1.82005 -0.02 -0.32 0.12 0.01
H -4.50960 -0.62846 -0.66901 0.11 0.38 -0.08 0.00
H 2.69229 2.11310 2.38616 -0.23 0.10 0.30 0.00
H 3.45634 -2.80977 -0.14831 0.03 0.33 -0.10 0.00
H 2.34479 -0.00864 1.97467 0.38 0.51 0.02 0.01
H -1.68892 -0.43108 2.90320 -0.12 -0.21 -0.56 -0.01
H 0.90406 -4.29138 -1.96025 0.11 -0.11 -0.19 0.00
H 2.51353 3.72398 0.91562 0.21 0.34 0.12 0.00
H 2.24077 -1.51613 2.06732 -0.07 -0.31 0.27 0.00
H -0.65729 1.90849 2.48439 -0.49 -0.63 0.61 0.00
H 3.98126 0.79073 -2.53782 -0.05 0.21 -0.38 0.00
H -5.22529 -1.00599 0.61051 -0.21 0.14 0.19 0.00
H -1.30819 -1.44576 -2.45919 -0.33 -0.06 -0.45 0.01
H 2.42975 -4.41241 3.11812 0.00 -0.22 0.27 0.00
H -1.01407 2.35640 -2.63223 0.42 -0.24 -0.47 0.00
H 1.21165 -3.99575 -0.50771 0.35 0.24 0.02 0.00
H -2.37019 -1.39845 0.55114 -0.70 -0.10 -0.56 0.00
```
Positions in Å, forces in eV/Å.

As for the net charge: +1. As for the spin multiplicity: 4. The expectation value of S² is 3.75. The HOMO-LUMO gap (spin up / spin down) comes out at 4.0353 / 10.1105 eV. The largest force on an atom comes out at 1.7 eV/Å. Its LUMO energy (spin up / spin down) is -0.1068 / -0.1088 Eh. As for the highest occupied orbital energy (spin up / spin down): -0.25513 / -0.48036 Eh. The value obtained for the calculated total energy is -2225.13690 a.u.

---

# 4
H37O19 | wB97M-V/def2-TZVPD

```
56
Properties=species:S:1:pos:R:3:forces:R:3:nbo_charge:R:1
O -0.12369 -3.55199 -3.80122 -0.12 1.00 0.00 -0.98
O -0.13858 3.75665 0.30904 0.07 -0.14 -0.35 -0.95
O -2.56899 1.46341 -3.17071 -0.68 1.09 -0.81 -1.00
O -2.28679 4.22214 -1.77020 -1.11 1.69 -1.32 -0.98
O 0.29008 1.76104 -4.28745 -0.43 -0.70 2.05 -0.93
O 0.66299 0.52088 0.26557 -0.13 -0.04 -0.50 -1.25
O -1.81896 -0.29271 4.36922 -0.79 0.36 -0.15 -0.96
O 4.23832 0.41325 0.03592 0.30 -1.01 0.09 -0.94
O 1.84558 -0.40902 2.25877 -0.09 0.22 -1.57 -1.04
O -1.48024 -3.18023 3.45891 0.04 -0.43 -0.32 -0.95
O 3.13275 1.68476 3.33307 -0.25 0.16 -0.25 -0.99
O 1.15146 -1.51391 -2.73733 0.90 1.30 -0.22 -0.96
O -1.15542 -0.32031 1.93589 -0.72 0.88 -0.50 -1.03
O -1.27268 2.63735 3.08978 -0.35 1.37 -0.12 -0.96
O 0.25870 -2.18754 0.48809 1.29 0.51 -0.95 -0.99
O -4.59922 -1.71611 -0.48457 1.50 0.15 0.03 -0.94
O 2.37646 0.72500 -1.74934 -0.90 0.44 0.51 -1.03
O -1.43486 -0.23364 -1.38916 0.32 0.52 0.63 -0.98
O 2.60633 -3.92636 -0.89066 1.28 -0.51 -0.96 -0.96
H 2.10863 -1.66389 -2.68337 -0.30 -0.37 0.00 0.48
H 2.53574 0.93396 3.11037 0.39 0.07 0.06 0.50
H -1.04581 -3.53408 2.67402 0.04 -0.07 0.11 0.46
H 1.94636 0.70005 -0.82134 0.18 -0.18 -1.40 0.52
H -1.27646 0.47877 -0.74383 -0.43 -0.09 -0.09 0.48
H -1.93018 1.12989 -2.54199 -0.21 -1.11 0.39 0.49
H -1.52834 -2.24254 3.26496 -0.05 0.45 0.24 0.48
H 1.53485 -0.05105 1.29167 -0.18 0.16 1.90 0.51
H 0.41437 1.42010 -3.36799 1.27 0.24 -0.75 0.45
H -0.68417 0.10010 1.16365 0.37 -0.61 0.54 0.50
H -0.87965 2.71908 3.95602 0.18 -0.01 0.35 0.48
H -2.32094 3.38582 -2.21995 0.26 -0.91 0.42 0.50
H -0.99200 3.40086 0.56588 -0.12 -0.09 0.40 0.47
H -3.39662 0.95459 -3.13329 0.83 0.08 0.25 0.49
H 0.32987 3.85905 1.14016 -0.01 0.03 0.28 0.49
H -0.43522 -0.60995 2.50245 0.65 -0.23 -0.13 0.50
H -1.68117 0.26544 3.57427 -0.15 -0.64 0.62 0.47
H -4.01290 -2.39274 -0.10226 -0.66 -0.06 -0.01 0.47
H 4.15940 -0.36847 -0.54882 0.01 0.91 0.24 0.47
H 0.70796 -1.33952 0.15711 -1.44 -1.60 0.77 0.50
H 2.10582 -4.20915 -0.13393 -0.68 0.71 0.31 0.49
H 1.21803 -0.58787 -3.06546 -0.46 -0.46 0.44 0.51
H 0.13437 -2.67814 -3.39173 -0.13 -1.25 -0.62 0.50
H -3.88928 -1.09696 -0.75797 -0.72 -0.07 -0.04 0.47
H 2.39259 -1.16351 2.03180 0.04 -0.36 0.41 0.46
H -0.00999 -4.18217 -3.09580 0.07 -0.29 0.35 0.46
H 3.21766 2.12844 2.47827 0.11 -0.03 0.23 0.46
H -1.10699 1.75205 2.81932 0.33 -1.24 -0.53 0.47
H -2.74089 -0.56594 4.21485 0.42 0.01 0.37 0.47
H 4.04509 0.04463 0.90508 0.10 0.21 0.26 0.47
H -0.55056 -0.61135 -1.26476 0.10 -0.52 -0.59 0.51
H -1.92539 4.30727 -0.90810 0.72 -0.71 0.63 0.48
H 0.37794 1.42716 0.37362 0.45 0.67 -0.01 0.48
H 2.42115 1.67568 -1.90606 0.29 -0.08 -0.14 0.47
H -0.65707 1.81150 -4.11232 -0.81 0.45 -1.29 0.48
H 2.41850 -3.03465 -1.19283 -0.73 -0.21 0.74 0.48
H -0.68796 -2.01511 0.50468 0.14 0.35 -0.01 0.48
```
Positions in Å, forces in eV/Å.

As for the net charge: -1. As for the spin multiplicity: 1. The HOMO-LUMO gap comes out at 10.1102 eV. The largest force on an atom comes out at 2.4 eV/Å. Its LUMO energy is 0.0772 Eh. As for the highest occupied orbital energy: -0.29436 Eh. The value obtained for the calculated total energy is -1451.80836 a.u. The value obtained for the energy above the lowest of the compared OMol25 structures with the same formula, charge and spin is 247.3 kJ/mol.